No. 1
The following is a quantum chemistry calculation of 13 unconnected molecules or ions with the total composition C56H74F32N4O14 in a non-equilibrium geometry, from OMol25.

Highest occupied orbital energy (spin up / spin down) (eV): -12.04 / -12.04
Strongest force on any atom (eV/A): 5.66
Spin multiplicity: 2
E_tot (hartree): -6645.9422
Net charge: +1
HOMO-LUMO gap (spin up / spin down) (eV): 7.82 / 2.67

```
180
C56H74F32N4O14, DFT wB97M-V/def2-TZVPD
C -5.68087 -3.76603 -1.51992
C -5.51956 -5.17953 -0.86685
C -4.56379 -6.15772 -1.60401
F -4.62074 -7.37109 -1.18835
F -4.71332 -6.04627 -2.93657
F -5.11062 -4.99203 0.42823
F -6.79279 -5.72072 -0.77109
O -4.44364 -3.14134 -1.52891
C -4.35035 -1.96381 -2.31084
C -3.02209 -1.12643 -2.09243
F -2.73467 -0.77677 -0.84770
F -1.95349 -1.75881 -2.52376
F -4.42552 -2.31956 -3.61060
F -5.41989 -1.24246 -2.07368
H -6.40306 -3.17181 -0.96006
H -6.02658 -3.91090 -2.54344
H -3.54105 -5.81497 -1.44710
H -3.09890 -0.23349 -2.71279
C -4.54393 -3.59387 4.25312
C -3.29932 -2.77725 3.84287
C -2.79692 -3.17247 2.41119
F -1.67189 -2.49844 2.07283
F -2.60315 -4.49647 2.36727
F -3.43003 -1.47224 3.88453
F -2.34457 -3.06917 4.68848
O -5.53185 -3.67502 3.24388
C -6.80946 -3.18640 3.62736
C -7.81183 -3.29997 2.46520
F -7.90770 -4.51498 1.87836
F -9.06262 -2.94096 2.82431
F -7.15535 -3.91842 4.72043
F -6.65497 -1.89232 4.00944
H -4.86935 -3.07299 5.15361
H -4.30906 -4.63216 4.48740
H -3.65840 -3.07429 1.75066
H -7.45739 -2.56116 1.74643
C 4.66719 -3.36833 4.32786
C 3.49174 -3.69275 3.36564
C 3.75774 -3.17574 1.93147
F 2.69157 -3.00943 1.15391
F 4.44005 -2.02382 1.92120
F 3.26510 -5.02150 3.43109
F 2.35805 -3.13843 3.92660
O 5.90947 -3.90868 3.97833
C 6.80658 -4.23623 5.08673
C 8.14418 -4.72189 4.43013
F 9.04944 -5.15171 5.27731
F 8.04008 -5.69367 3.48839
F 6.99557 -3.11637 5.80541
F 6.23808 -5.15649 5.80362
H 4.36155 -3.65544 5.33397
H 4.72149 -2.28030 4.36451
H 4.35692 -3.89419 1.37208
H 8.58066 -3.89202 3.87435
C 5.47924 -0.03036 -2.92020
C 4.75084 1.00078 -3.77750
C 3.96010 0.33611 -4.94696
F 4.63774 -0.53146 -5.68667
F 2.89495 -0.35049 -4.55727
F 3.80594 1.64378 -3.02527
F 5.56716 1.94117 -4.25644
O 6.13727 0.60546 -1.85009
C 6.21021 -0.07843 -0.64932
C 7.25020 0.60470 0.32557
F 6.77899 1.70935 0.88435
F 7.66646 -0.17218 1.32708
F 5.00860 -0.19530 -0.23201
F 6.58614 -1.29787 -1.02992
H 6.19069 -0.51375 -3.58972
H 4.73118 -0.73993 -2.56661
H 3.56995 1.10722 -5.61125
H 8.11658 0.91571 -0.25818
O 1.99460 2.30869 6.13926
C 1.23221 1.37564 5.87860
O 0.11734 1.09480 6.59792
C -0.63527 -0.03004 5.99072
C 0.30557 -0.60514 4.97512
C 1.36547 0.49068 4.68212
H -1.59089 0.33668 5.61601
H -0.82632 -0.81562 6.72179
H -0.23520 -0.80225 4.04947
H 0.78559 -1.52625 5.30563
H 1.05855 1.02180 3.78111
H 2.40541 0.17960 4.58286
O -3.76677 1.79083 -3.55633
C -3.56316 2.93322 -4.03590
O -3.96306 3.33346 -5.21839
C -3.47312 4.55797 -5.62466
C -2.54431 5.04017 -4.55004
C -2.79215 4.05167 -3.41396
H -4.32487 5.23519 -5.68780
H -3.02640 4.35014 -6.59695
H -2.67647 6.07504 -4.23433
H -1.51848 5.02723 -4.91831
H -3.44709 4.48986 -2.66088
H -1.90289 3.63536 -2.94066
O -3.47710 6.72889 -0.53200
C -2.38563 6.86804 0.09003
O -2.48378 7.44635 1.29394
C -1.31578 7.23561 2.12084
C -0.48033 6.27080 1.21891
C -1.06295 6.27473 -0.19898
H -1.64378 6.87436 3.09553
H -0.81764 8.17883 2.34513
H -0.47387 5.30764 1.72918
H 0.51618 6.71241 1.22699
H -1.05630 5.32816 -0.73941
H -0.45685 6.88276 -0.87058
O 1.54855 -2.99113 -2.38500
C 1.09374 -3.90761 -1.65815
O 1.52892 -5.22218 -1.76084
C 0.86274 -6.07752 -0.80939
C -0.29604 -5.24353 -0.28883
C 0.14179 -3.73259 -0.49999
H 1.56855 -6.30725 -0.01117
H 0.49448 -7.03189 -1.18576
H -0.52239 -5.47725 0.75148
H -1.23749 -5.44776 -0.79879
H 0.76630 -3.39938 0.32890
H -0.68313 -3.08270 -0.79197
O 3.07070 3.78072 -5.27928
C 2.62681 4.32873 -4.26887
O 1.36941 4.80936 -4.17885
C 1.14336 5.66434 -3.04529
C 2.30302 5.33574 -2.10607
C 3.43978 4.89423 -3.09167
H 0.18009 5.56678 -2.54461
H 1.28768 6.68216 -3.40767
H 2.04635 4.56229 -1.38219
H 2.73646 6.11842 -1.48347
H 4.17040 4.14398 -2.78933
H 4.03689 5.73027 -3.45583
C -3.48809 2.31138 -0.09123
C -4.29852 2.39244 1.20423
C -4.30915 1.10574 2.08646
C -4.94924 -0.05306 1.48980
N -5.43361 -0.97607 1.01846
H -2.47145 1.92083 -0.04639
H -3.40400 3.30209 -0.53791
H -3.89832 1.58787 -0.79574
H -5.30134 2.68106 0.88934
H -3.86871 3.23737 1.74224
H -4.80952 1.25202 3.04371
H -3.30025 0.75718 2.30721
C -1.31919 -0.98528 -5.75921
C -0.08263 -1.80072 -5.31709
C -0.08300 -3.31911 -5.76749
C -1.39221 -4.05855 -5.61416
N -2.39924 -4.66938 -5.46288
H -2.22861 -1.55052 -5.55535
H -1.13264 -0.69429 -6.79295
H -1.39734 -0.09596 -5.13382
H -0.21552 -1.78655 -4.23531
H 0.85249 -1.30100 -5.56993
H 0.65850 -3.89857 -5.21748
H 0.17603 -3.29391 -6.82597
C 3.95460 4.19216 1.31708
C 2.61530 3.77457 2.07565
C 2.34641 4.41248 3.42308
C 2.44565 5.86906 3.36656
N 2.56706 7.04214 3.33330
H 4.80156 3.91659 1.94543
H 4.06190 5.26887 1.18562
H 3.95833 3.75988 0.31647
H 2.67116 2.71434 2.32240
H 1.75211 3.87933 1.41837
H 3.13889 4.09420 4.10040
H 1.42270 4.09131 3.90444
C 1.12905 -0.04574 1.03746
C 1.68907 -0.15671 -0.35159
C 0.65095 0.23256 -1.43421
C 0.22586 1.67055 -1.40304
N -0.10604 2.75738 -1.45478
H 0.54453 0.83231 1.31216
H 1.95275 -0.10994 1.74845
H 0.45964 -0.88392 1.23096
H 1.94235 -1.19020 -0.58791
H 2.62370 0.40413 -0.35617
H -0.24287 -0.38795 -1.36974
H 1.09419 0.16840 -2.42795
```

=====

No. 2
The following is a quantum chemistry calculation of a single C14H15BrN2O2S molecule in a non-equilibrium geometry, from OMol25.

Highest occupied orbital energy (eV): -9.03
Strongest force on any atom (eV/A): 3.96
Spin multiplicity: 1
E_tot (hartree): -3774.5881
Structure (SMILES): O=C(CCc1csc(CCc2ccc(Br)cc2)n1)NO
Net charge: 0
HOMO-LUMO gap (eV): 9.49

```
35
C14H15BrN2O2S, DFT wB97M-V/def2-TZVPD
O -0.22159 -4.63133 3.11712
Br 3.95935 3.67046 -3.33286
N -0.57793 -0.55424 0.61688
O -2.49263 -4.73821 1.74036
S 0.00915 -1.04657 -1.83898
C -0.70573 -3.50835 2.82642
C -0.91641 -0.18393 -0.53958
C 1.00726 -1.79486 -0.59961
C 0.53201 -1.48717 0.60120
C 1.08570 3.57907 -3.20551
C 2.32886 2.96455 -1.17777
C -0.12360 3.29304 -2.49113
C 1.13164 2.50502 -0.53189
C 2.29529 3.25388 -2.57740
C -0.07115 2.62018 -1.25918
N -1.86778 -3.48476 2.04610
C 0.05550 -2.23124 2.97047
C 1.14477 -1.96057 1.85557
C -1.86411 0.86574 -0.99449
C -1.44955 2.20472 -0.55165
H -1.85685 -5.47573 1.74439
H 1.89940 -2.44592 -0.84240
H 0.89823 3.95294 -4.25508
H 3.28868 2.84492 -0.69823
H -1.06279 3.27272 -3.00943
H 1.07411 2.00737 0.44875
H -2.33987 -2.63391 1.81700
H 0.49793 -2.12793 3.98554
H -0.77668 -1.45885 2.94671
H 1.84901 -1.11750 2.22209
H 1.69949 -2.87368 1.68463
H -2.77235 0.65185 -0.44321
H -2.12211 0.90566 -2.09773
H -2.23103 2.95860 -0.76977
H -1.30423 2.20405 0.59269
```